112
Properties=species:S:1:pos:R:3:forces:R:3 method="wB97M-V/def2-TZVPD" de_lowest_kj_mol=0.00 total_charge=-1 homo_ev=-4.052 orbital_gap_ev=6.577 lumo_ev=2.53
Sn 0.28260 0.59815 -0.30767 0.03 0.04 0.00
C 1.79917 1.66456 3.26142 0.00 0.01 0.01
N 0.48481 1.36315 2.73951 0.02 0.00 -0.07
C -0.11417 0.21234 3.40003 0.00 -0.04 0.04
C -0.39090 2.45696 2.53542 0.01 0.03 0.03
C -0.19229 3.68896 3.15061 0.00 0.00 -0.01
C -0.99918 4.78023 2.84784 0.00 0.00 0.00
C -2.01125 4.64009 1.91335 0.00 0.02 0.01
C -2.21582 3.41885 1.28750 0.00 -0.04 -0.01
C -1.42978 2.30555 1.58698 -0.03 -0.02 0.04
N -1.50488 1.09555 0.88968 0.02 0.03 -0.06
C -2.71229 0.52209 0.56962 0.02 0.03 0.04
C -3.95699 0.93882 1.07550 0.02 0.00 0.02
C -5.13709 0.32084 0.69549 -0.01 -0.01 0.02
C -5.12980 -0.73896 -0.19652 -0.01 -0.02 0.00
C -3.90484 -1.21182 -0.65320 -0.02 -0.01 0.01
C -2.71644 -0.62110 -0.26481 0.01 0.00 -0.01
N -1.43576 -1.18292 -0.62201 -0.01 -0.02 0.00
C -1.01307 -2.18464 0.37187 0.02 0.02 0.01
C -1.37140 -1.76853 -1.96588 0.01 0.01 0.00
H 1.79375 1.91599 4.33501 0.00 0.00 -0.01
H 2.24138 2.49777 2.71336 0.00 -0.01 -0.01
H 2.44274 0.79563 3.12055 0.00 -0.03 0.00
H -0.17423 0.36468 4.48901 0.00 0.00 -0.01
H 0.48925 -0.67728 3.20634 0.01 0.00 0.01
H -1.11492 0.04260 3.01115 0.00 0.00 0.01
H 0.60810 3.80002 3.87042 0.00 0.01 0.00
H -0.82410 5.73245 3.33243 0.00 0.00 0.01
H -2.62427 5.49009 1.64054 -0.01 0.00 -0.01
H -2.94586 3.33026 0.49370 0.01 0.02 0.01
H -3.98995 1.76569 1.77060 -0.03 -0.02 -0.01
H -6.07521 0.68653 1.09662 0.00 0.00 0.00
H -6.05157 -1.20530 -0.51813 0.00 0.00 0.00
H -3.87731 -2.06663 -1.31658 0.01 -0.01 -0.01
H -1.71144 -3.02993 0.39176 0.00 0.00 0.00
H -0.98119 -1.72830 1.36217 0.00 0.00 0.00
H -0.01357 -2.53404 0.10570 0.01 0.00 0.01
H -1.94394 -2.70217 -2.02332 0.00 0.00 0.00
H -0.32801 -1.99918 -2.18867 0.00 -0.01 -0.01
H -1.75472 -1.05434 -2.69051 0.00 0.00 -0.01
N 2.70093 1.24838 -2.61797 0.00 -0.12 0.06
C 3.61818 2.30179 -2.21090 0.05 0.06 -0.03
C 3.10073 3.07050 -0.99694 0.03 0.05 -0.03
C 1.72143 3.70328 -1.22874 0.02 -0.03 -0.01
N 0.66309 3.10127 -0.40738 -0.07 0.06 0.12
H 2.76654 0.44336 -1.99616 0.00 -0.02 0.02
H 2.95845 0.87850 -3.52542 -0.03 0.06 -0.03
H 3.70504 3.01214 -3.04028 0.01 -0.01 -0.01
H 4.63596 1.93930 -2.00336 -0.01 0.00 0.02
H 3.83361 3.84925 -0.76581 0.00 -0.02 0.06
H 3.05989 2.41365 -0.12179 -0.03 -0.03 -0.03
H 1.43683 3.57627 -2.27447 -0.02 -0.06 0.01
H 1.76786 4.78016 -1.03418 0.02 0.01 -0.05
H -0.25589 3.35520 -0.78505 -0.03 0.01 0.03
H 0.70848 3.46363 0.54081 0.00 0.00 0.00
S 2.45529 -2.14694 -1.63998 -0.03 0.01 0.04
C 3.43906 -3.37565 -0.88410 -0.01 0.00 -0.07
C 4.07946 -4.36048 -1.66316 0.01 0.01 -0.01
C 4.94307 -5.28347 -1.10840 0.00 -0.01 0.01
C 5.21629 -5.26794 0.25780 0.00 0.00 0.00
C 4.57430 -4.33128 1.05044 0.01 0.01 0.01
C 3.67321 -3.42125 0.50386 0.02 -0.01 0.05
As 2.74493 -2.09380 1.58954 -0.04 -0.03 -0.05
C 2.65362 -3.02779 3.31896 0.00 0.02 0.03
C 2.39354 -4.39571 3.39304 0.00 0.00 -0.01
C 2.11584 -5.00601 4.60906 0.00 -0.01 0.00
C 2.08533 -4.25936 5.77791 0.00 0.00 0.00
C 2.32141 -2.89297 5.71850 0.00 0.00 0.00
C 2.59253 -2.28620 4.50034 0.00 0.00 0.00
C 4.29702 -0.92793 1.89618 -0.06 0.07 -0.02
C 5.16702 -0.98270 2.97898 0.03 -0.03 0.00
C 6.21202 -0.07266 3.09257 0.00 -0.02 0.01
C 6.40542 0.89608 2.11937 -0.01 0.00 -0.02
C 5.55489 0.94325 1.02195 0.01 0.02 0.00
C 4.50715 0.04151 0.91376 0.00 0.00 0.03
H 3.89077 -4.35992 -2.72943 0.00 0.00 0.00
H 5.42231 -6.01666 -1.74793 0.00 0.00 0.00
H 5.91464 -5.97121 0.69434 0.00 0.00 0.00
H 4.78012 -4.30591 2.11530 -0.01 -0.01 0.00
H 2.40911 -4.99337 2.48948 0.00 0.00 0.00
H 1.92060 -6.07120 4.64049 0.00 0.00 0.00
H 1.87105 -4.73621 6.72627 0.00 0.00 0.00
H 2.28780 -2.29485 6.62122 0.00 0.00 0.00
H 2.75606 -1.21409 4.47324 0.01 0.00 -0.01
H 5.04171 -1.74179 3.74148 -0.01 0.00 0.00
H 6.87978 -0.12765 3.94432 0.00 0.00 0.00
H 7.21856 1.60572 2.21048 0.00 0.00 0.00
H 5.70409 1.68843 0.24960 0.00 0.01 0.00
H 3.84685 0.06605 0.05269 -0.02 0.01 0.00
C -4.55478 0.74185 -7.28956 0.00 0.00 0.00
C -3.78561 1.08574 -6.04142 -0.01 0.00 0.00
C -2.39984 1.06381 -6.02482 0.02 0.01 0.00
C -1.67597 1.37878 -4.87683 0.01 0.01 0.00
C -0.17211 1.29599 -4.89910 -0.01 -0.03 0.01
C -2.37214 1.75361 -3.72756 -0.03 0.00 0.00
C -3.77133 1.78817 -3.71783 0.02 0.00 -0.01
C -4.53433 2.15738 -2.47464 0.02 0.00 0.00
C -4.45486 1.44289 -4.87588 0.00 -0.01 -0.01
C -1.61548 2.08507 -2.46355 -0.13 0.01 0.02
O -1.78189 3.17226 -1.90651 0.01 0.04 -0.02
O -0.84611 1.14342 -2.06724 0.13 -0.10 -0.13
H -3.89865 0.32408 -8.05312 0.00 0.00 0.00
H -5.03652 1.62745 -7.71045 0.00 0.00 0.00
H -5.33937 0.01248 -7.08066 0.00 0.00 0.00
H -1.86017 0.78506 -6.92452 0.00 0.00 0.00
H 0.19529 1.33231 -5.92564 0.00 0.00 0.00
H 0.17020 0.36684 -4.43971 0.00 0.00 0.00
H 0.29399 2.09834 -4.32756 0.00 0.01 -0.01
H -4.22410 1.54419 -1.62590 0.00 0.02 -0.02
H -5.60387 2.00832 -2.62566 0.00 0.00 0.00
H -4.35045 3.19675 -2.20296 0.00 0.01 0.00
H -5.54059 1.45004 -4.86608 0.00 0.00 0.00



125
Properties=species:S:1:pos:R:3:forces:R:3 method="wB97M-V/def2-TZVPD" de_lowest_kj_mol=125.74 homo_ev="-7.581 / -7.581" orbital_gap_ev="7.461 / 5.221" multiplicity=2 lumo_ev="-0.12 / -2.36"
Cs 0.25944 -0.15946 0.40095 0.41 1.87 -2.53
C 0.97123 -1.36751 -4.04224 -0.12 0.02 0.15
C -0.35637 -0.78211 -4.53766 0.04 0.00 0.17
S -1.30636 0.02536 -3.21424 0.00 0.24 -0.13
C -2.93315 -0.73527 -3.40947 0.17 -0.04 0.09
C -3.02912 -2.23125 -3.11103 0.01 -0.01 0.09
S -2.34656 -2.68240 -1.49035 -0.04 0.05 0.02
C -1.19507 -4.01836 -1.89468 -0.05 0.10 -0.07
C -0.11974 -3.71097 -2.93195 -0.02 0.07 0.05
S 0.88946 -2.27726 -2.48533 0.26 -0.07 -0.05
H 1.67038 -0.56211 -3.82099 -0.01 -0.02 -0.05
H 1.42100 -1.99780 -4.80922 0.00 0.02 -0.08
H -0.99050 -1.54480 -4.99319 0.03 -0.02 0.00
H -0.13764 -0.02885 -5.29389 0.02 -0.06 -0.07
H -3.29692 -0.54068 -4.41897 -0.12 -0.01 -0.01
H -3.56549 -0.17727 -2.71387 -0.01 -0.02 -0.03
H -2.51411 -2.81446 -3.87461 -0.01 0.03 0.01
H -4.07801 -2.52910 -3.12820 -0.02 -0.02 -0.09
H -1.76023 -4.90212 -2.19591 0.04 -0.06 0.00
H -0.73307 -4.22146 -0.92917 0.02 -0.03 0.04
H -0.55851 -3.52601 -3.91333 0.00 -0.03 0.02
H 0.53069 -4.58339 -3.03054 -0.07 -0.05 -0.03
Br 0.16669 2.91278 1.72380 -0.03 0.49 0.19
C 0.42150 2.35310 3.54495 0.05 -0.01 -0.17
Br 1.66666 0.89303 3.70916 0.11 0.08 0.15
H -0.53036 2.00852 3.91464 -0.10 -0.08 0.05
H 0.80984 3.18805 4.10548 0.06 0.08 0.08
I -6.02845 1.30329 0.89774 0.14 0.00 -0.03
C -4.76797 2.51389 -0.21854 -0.06 -0.05 0.02
C -5.28560 3.64308 -0.81277 0.22 -0.06 -0.03
C -4.47070 4.44978 -1.60230 -0.04 0.07 -0.05
I -5.38033 6.08882 -2.50224 0.05 -0.04 0.04
C -3.08146 4.16360 -1.80712 -0.10 -0.01 0.03
C -2.22504 4.93251 -2.61883 -0.14 0.06 -0.01
C -0.91909 4.55636 -2.76016 0.05 -0.04 0.01
C -0.46442 3.42293 -2.07251 -0.16 0.05 0.16
N -1.24341 2.68615 -1.29744 -0.01 0.10 0.09
C -2.52382 3.03468 -1.17317 -0.07 0.02 -0.19
C -3.37220 2.11465 -0.37425 -0.16 0.30 -0.05
O -2.92494 1.08166 0.09995 0.02 -0.29 -0.01
H -6.32901 3.89152 -0.67893 0.02 0.03 -0.02
H -2.61012 5.80760 -3.12564 0.01 -0.01 0.00
H -0.23087 5.11324 -3.38219 -0.01 -0.04 0.03
H 0.56254 3.12127 -2.14362 0.02 -0.02 -0.01
C -4.44013 -0.32236 4.73935 0.02 0.02 -0.06
C -2.96644 -0.47173 4.38032 -0.05 -0.04 0.00
S -2.59062 -0.00597 2.67000 -0.24 -0.13 0.55
O -1.09937 -0.18376 2.57314 -0.96 -0.05 1.12
C -3.34065 -1.43283 1.84653 -0.01 0.02 -0.02
C -2.64818 -2.75144 2.14539 -0.05 0.00 0.02
H -4.57609 -0.37440 5.82014 0.01 -0.02 -0.03
H -5.04865 -1.11025 4.29036 0.05 0.05 0.02
H -4.82985 0.64120 4.40053 0.02 -0.05 0.01
H -2.59215 -1.48660 4.53092 -0.01 0.06 0.07
H -2.34065 0.20874 4.96141 -0.02 -0.01 0.03
H -3.27409 -1.18360 0.78809 -0.02 0.00 0.00
H -4.39822 -1.41644 2.12571 0.07 -0.01 -0.06
H -1.56753 -2.62501 2.08023 0.02 0.00 -0.05
H -2.93266 -3.49010 1.39437 -0.02 0.01 0.02
H -2.90871 -3.15484 3.12644 0.01 0.02 -0.02
F 2.05486 1.82484 -1.54707 0.09 0.02 -0.16
P 2.97237 2.13422 -2.87755 0.00 -0.10 -0.03
F 3.84423 2.43919 -4.18606 -0.01 0.03 -0.05
F 3.51034 0.61302 -2.85117 0.00 -0.20 -0.02
F 2.39709 3.64870 -2.88569 0.07 0.09 -0.06
F 1.71698 1.65620 -3.80599 -0.03 0.14 0.01
F 4.18916 2.58700 -1.92502 0.06 0.03 0.14
C 5.83970 -0.23939 -0.58346 -0.02 0.02 -0.06
As 4.10881 0.14199 0.23912 0.06 -0.17 0.37
C 4.67188 1.67223 1.32729 0.11 0.07 -0.11
C 4.19580 -1.23632 1.69511 0.22 0.23 0.07
C 5.41076 -1.28167 2.56551 -0.05 0.04 0.00
C 6.50534 -2.08347 2.23695 0.00 -0.06 0.02
C 7.64222 -2.11191 3.03587 -0.03 0.02 -0.02
C 7.70810 -1.34343 4.19118 -0.02 -0.01 -0.02
C 6.62160 -0.55020 4.53977 -0.04 -0.03 -0.06
C 5.48894 -0.52217 3.73608 0.02 0.02 -0.01
H 6.63547 -0.25165 0.16068 0.02 0.00 0.01
H 6.03480 0.53503 -1.32370 -0.01 -0.01 -0.02
H 5.79275 -1.20364 -1.09104 0.01 0.01 -0.02
H 5.68539 1.53450 1.70783 -0.03 0.00 0.00
H 3.98792 1.80107 2.16483 -0.02 0.03 -0.03
H 4.63441 2.56036 0.69692 0.00 -0.01 0.01
H 4.06145 -2.17841 1.17245 -0.02 -0.11 0.01
H 3.30504 -1.03362 2.29194 -0.06 -0.09 0.02
H 6.45531 -2.70394 1.34701 0.02 0.05 0.00
H 8.48227 -2.73535 2.75170 -0.04 0.00 0.01
H 8.59543 -1.36398 4.81402 -0.06 0.00 -0.04
H 6.65573 0.04990 5.44148 0.00 0.00 -0.02
H 4.64360 0.09893 4.01816 0.05 -0.01 -0.01
O 0.67021 -2.49302 0.94000 0.61 -2.40 0.78
As 1.33476 -3.62739 1.95250 -0.23 -0.38 0.01
C 0.13686 -5.13318 2.18970 0.00 -0.08 -0.06
C -0.06010 -5.94012 1.06856 -0.02 0.02 0.10
C -0.94697 -7.00445 1.11809 -0.02 -0.02 0.01
C -1.62977 -7.28050 2.29714 -0.02 0.01 0.01
C -1.41111 -6.50154 3.42468 0.02 -0.02 -0.05
C -0.52843 -5.42905 3.37404 0.00 0.01 -0.08
C 2.88189 -4.45830 1.17972 0.12 0.11 0.00
C 3.71905 -5.30300 1.90387 -0.06 -0.07 -0.08
C 4.83608 -5.84948 1.28632 -0.02 0.01 0.00
C 5.10366 -5.56228 -0.04751 -0.04 0.05 -0.02
C 4.25069 -4.73729 -0.77270 0.08 -0.06 0.02
C 3.13811 -4.17941 -0.15822 0.09 0.05 0.07
C 1.69384 -2.98150 3.72335 0.00 0.09 0.07
C 2.96597 -2.98435 4.28740 -0.10 0.01 0.04
C 3.14307 -2.51268 5.58276 -0.04 0.00 -0.01
C 2.05460 -2.04903 6.31020 0.02 -0.01 -0.03
C 0.78738 -2.03041 5.73897 0.06 -0.03 0.02
C 0.60579 -2.48704 4.44378 0.11 0.04 -0.05
H 0.49708 -5.74447 0.15961 -0.02 0.00 -0.03
H -1.10185 -7.62389 0.24141 0.02 0.05 0.06
H -2.32728 -8.10959 2.34046 0.06 0.04 -0.01
H -1.92309 -6.73191 4.35029 -0.01 0.01 -0.01
H -0.36077 -4.83291 4.26026 0.00 0.01 0.03
H 3.50344 -5.54348 2.93858 0.01 0.01 0.00
H 5.50020 -6.49629 1.84757 -0.03 0.03 -0.03
H 5.98480 -5.97968 -0.52044 -0.05 0.00 0.01
H 4.45763 -4.51280 -1.81254 -0.01 0.00 0.05
H 2.49682 -3.49438 -0.69933 -0.04 0.02 -0.04
H 3.82457 -3.32051 3.72100 0.01 0.00 0.00
H 4.13749 -2.49767 6.01189 -0.03 0.01 -0.01
H 2.19815 -1.68108 7.31918 -0.01 -0.02 -0.03
H -0.05544 -1.64322 6.29786 0.01 0.01 -0.01
H -0.36941 -2.41932 3.97717 0.00 0.01 0.00